1.
Entry from the Open Molecules 2025 dataset: an isolated ion of composition C5H10N3O3S and charge +1 at a distorted geometry (ωB97M-V/def2-TZVPD).

Properties
- calculated total energy (Ha) = -984.21729
- ΔE to the lowest compared entry with this formula, charge and spin (kcal per mole) = 144.0
- HOMO (eV) = -13.7
- strongest force on any atom (eV/Å) = 4.60
- HOMO-LUMO gap (Ha) = 0.35458
- charge = +1

XYZ file:
```
22
Properties=species:S:1:pos:R:3:forces:R:3
N 1.2129 1.1102 0.1327 1.482 0.026 -0.145
O -0.8688 1.3641 1.8868 -3.295 0.743 1.998
S -0.2833 -1.7469 -1.4171 1.096 1.514 0.503
H 1.4702 2.0269 -0.2396 0.481 -0.553 0.271
C -0.9489 0.5647 0.8663 -1.037 -2.393 -0.871
C 1.4657 -1.8809 -1.1255 -1.601 0.722 0.141
O -0.6401 -2.7574 -2.3119 -0.726 -1.864 -1.007
H -1.6193 1.3946 -1.5376 1.607 -0.934 -0.111
H -2.0381 0.5926 0.6293 0.763 -0.495 -0.839
H -0.8937 -2.8995 0.9014 0.224 1.524 -1.340
H 0.1170 1.5236 -2.2769 -1.143 -1.029 1.779
O -0.6889 -0.3941 -2.1701 0.567 -1.114 0.755
C -1.0907 -1.8581 0.4458 0.293 -0.102 1.809
H 3.4104 -2.6215 -0.1321 -1.296 0.582 -0.381
H -2.1475 -1.8350 0.1306 0.360 0.429 0.076
H -0.0534 1.7197 1.9956 4.232 1.687 0.603
C -0.5574 0.9433 -1.5126 -0.745 1.885 -2.286
H 1.8605 0.3343 -0.1203 -0.504 1.138 0.053
N -0.6381 -0.8292 1.2895 0.703 -2.356 0.063
N -0.0793 0.8528 -0.2357 -0.849 0.288 0.098
C 2.4399 -2.2386 -0.5178 1.598 -0.655 0.170
H 0.2765 -1.0597 1.8311 -2.208 0.956 -1.340
```
Positions in Å, forces in eV/Å.

Here are the Mulliken charges for atoms 1 to 8, given in e: number 1, N, carries -0.76; number 2, O, carries -0.47; number 3, S, carries 1.19; number 4, H, carries 0.27; number 5, C, carries -0.18; number 6, C, carries -1.21; number 7, O, carries -0.58; number 8, H, carries 0.25

2.
Entry from the Open Molecules 2025 dataset: an isolated ion of composition C5H10N3O4 and charge +1 at a distorted geometry (ωB97M-V/def2-TZVPD).

Properties
- calculated total energy (Ha) = -661.15873
- ΔE to the lowest compared entry with this formula, charge and spin (kcal per mole) = 169.3
- HOMO (eV) = -13.5
- strongest force on any atom (eV/Å) = 3.85
- HOMO-LUMO gap (Ha) = 0.31232
- charge = +1

XYZ file:
```
22
Properties=species:S:1:pos:R:3:forces:R:3
H 3.4154 1.3620 -1.1731 -0.325 -0.546 0.435
H -3.0825 0.2366 -1.3773 0.680 0.261 0.981
N 0.4222 1.2335 0.2450 -0.270 -0.106 -1.106
H 1.9733 -2.9619 0.3631 -1.577 1.240 -1.105
C 1.5548 0.7121 -0.1483 0.121 -1.409 1.315
H -1.9370 -2.0742 1.1946 -0.655 1.492 -1.073
C -2.5647 -1.1225 0.9411 -0.497 -3.469 1.215
N 0.9308 -1.4816 -0.4235 -0.144 0.221 -0.601
O 2.8214 -1.0533 0.7429 -0.167 -0.601 -0.080
H -3.4600 -1.4229 0.3925 0.387 0.198 -0.322
O -0.1281 2.2977 0.1754 0.743 -0.710 0.371
H -2.9172 -1.0293 1.9536 -0.001 1.203 0.643
O -0.5895 0.0237 0.8175 -0.461 0.362 0.778
H 3.2140 1.9487 0.5574 -0.664 -0.421 -1.055
N 1.8033 -0.7594 0.0840 0.260 3.560 0.114
O 1.1161 -2.7332 -0.1817 1.437 -3.020 1.101
H -2.1067 1.5940 -0.4963 -0.672 -0.790 -0.867
H -1.3906 0.6590 -1.8279 -0.712 -0.737 2.296
C -1.7506 -0.1259 0.3143 2.365 -0.784 -0.560
H 2.0967 2.5394 -0.8539 1.594 -1.159 1.011
C -2.1126 0.5221 -0.9038 -0.321 2.648 -2.783
C 2.6917 1.6354 -0.3956 -1.122 2.565 -0.708
```
Positions in Å, forces in eV/Å.

Here are the Mulliken charges for atoms 1 to 8, given in e: number 1, H, carries 0.36; number 2, H, carries 0.38; number 3, N, carries 0.72; number 4, H, carries 0.40; number 5, C, carries 0.31; number 6, H, carries 0.31; number 7, C, carries -1.25; number 8, N, carries -0.07

Copy entry 1 word for word.
Entry from the Open Molecules 2025 dataset: an isolated ion of composition C5H10N3O3S and charge +1 at a distorted geometry (ωB97M-V/def2-TZVPD).

Properties
- calculated total energy (Ha) = -984.21729
- ΔE to the lowest compared entry with this formula, charge and spin (kcal per mole) = 144.0
- HOMO (eV) = -13.7
- strongest force on any atom (eV/Å) = 4.60
- HOMO-LUMO gap (Ha) = 0.35458
- charge = +1

XYZ file:
```
22
Properties=species:S:1:pos:R:3:forces:R:3
N 1.2129 1.1102 0.1327 1.482 0.026 -0.145
O -0.8688 1.3641 1.8868 -3.295 0.743 1.998
S -0.2833 -1.7469 -1.4171 1.096 1.514 0.503
H 1.4702 2.0269 -0.2396 0.481 -0.553 0.271
C -0.9489 0.5647 0.8663 -1.037 -2.393 -0.871
C 1.4657 -1.8809 -1.1255 -1.601 0.722 0.141
O -0.6401 -2.7574 -2.3119 -0.726 -1.864 -1.007
H -1.6193 1.3946 -1.5376 1.607 -0.934 -0.111
H -2.0381 0.5926 0.6293 0.763 -0.495 -0.839
H -0.8937 -2.8995 0.9014 0.224 1.524 -1.340
H 0.1170 1.5236 -2.2769 -1.143 -1.029 1.779
O -0.6889 -0.3941 -2.1701 0.567 -1.114 0.755
C -1.0907 -1.8581 0.4458 0.293 -0.102 1.809
H 3.4104 -2.6215 -0.1321 -1.296 0.582 -0.381
H -2.1475 -1.8350 0.1306 0.360 0.429 0.076
H -0.0534 1.7197 1.9956 4.232 1.687 0.603
C -0.5574 0.9433 -1.5126 -0.745 1.885 -2.286
H 1.8605 0.3343 -0.1203 -0.504 1.138 0.053
N -0.6381 -0.8292 1.2895 0.703 -2.356 0.063
N -0.0793 0.8528 -0.2357 -0.849 0.288 0.098
C 2.4399 -2.2386 -0.5178 1.598 -0.655 0.170
H 0.2765 -1.0597 1.8311 -2.208 0.956 -1.340
```
Positions in Å, forces in eV/Å.

Here are the Mulliken charges for atoms 1 to 8, given in e: number 1, N, carries -0.76; number 2, O, carries -0.47; number 3, S, carries 1.19; number 4, H, carries 0.27; number 5, C, carries -0.18; number 6, C, carries -1.21; number 7, O, carries -0.58; number 8, H, carries 0.25